1.
The ion C6H13N with charge -1 in a non-equilibrium geometry, computed with ωB97M-V/def2-TZVPD.

```
20
Properties=species:S:1:pos:R:3:lowdin_charge:R:1
N 0.199 -0.176 0.724 -0.19
C 1.069 0.593 -0.070 -0.31
C -1.210 0.386 0.773 -0.32
C 0.310 -1.311 -1.444 -0.22
C 0.085 -1.505 0.127 -0.22
C 0.913 0.055 -1.583 -0.29
C -1.234 1.736 1.473 -0.28
H 1.901 -0.002 -2.051 0.06
H -0.842 -1.992 0.440 0.08
H -1.450 0.489 -0.295 0.08
H -0.641 -1.430 -1.979 0.08
H 0.823 -2.199 0.539 0.09
H -0.461 2.354 0.976 0.02
H 2.123 0.315 0.195 0.09
H -1.841 -0.367 1.241 0.08
H 1.085 1.682 -0.076 0.06
H -0.525 1.687 2.331 0.06
H -2.062 2.387 1.691 0.02
H 0.319 0.877 -2.002 0.05
H 0.937 -2.113 -1.830 0.07
```

For the calculated total energy, the calculation gives -291.05613 hartree. The calculation puts the LUMO energy (alpha / beta) at 4.23 / 4.19 eV. The value obtained for the largest force on an atom is 0.0766 hartree/bohr. Its frontier orbital gap (alpha / beta) is 2.7219 / 9.0048 eV. The spin multiplicity is 2. For the HOMO energy (alpha / beta), the calculation gives 1.50 / -4.81 eV. The energy above the lowest of the compared OMol25 structures with the same formula, charge and spin is 126.50 kJ/mol. The total charge is -1.

---

2.
A cluster of 4 separate species, C21H35F13N4O12S in total in a non-equilibrium geometry, computed with ωB97M-V/def2-TZVPD.

```
86
Properties=species:S:1:pos:R:3:lowdin_charge:R:1
S -1.701 1.882 -2.485 0.77
F -3.065 -0.282 -0.559 0.15
F -0.985 3.243 -2.182 -0.09
F -0.863 -2.668 -3.363 0.13
F -2.164 -0.282 -3.951 0.15
F -2.534 2.576 -3.634 -0.11
F 0.185 -0.829 -2.815 0.11
F -0.836 1.187 -1.334 -0.15
F -1.809 -2.885 -0.827 0.15
F -0.563 1.525 -3.524 -0.13
F -3.545 -1.743 -2.099 0.16
F -2.816 2.259 -1.419 -0.12
F -0.748 -1.077 -0.253 0.13
F -3.901 0.560 -2.993 0.14
O -3.471 4.278 5.765 0.01
O -3.538 -7.425 -0.010 0.12
O 5.757 -1.814 -4.476 0.19
O -1.854 5.560 6.687 0.12
O 4.333 -0.317 -3.635 0.10
O -2.032 -7.239 -1.685 0.01
O 4.489 -2.322 -2.706 0.08
O -1.827 3.589 1.667 -0.01
O -2.547 -9.214 -0.972 0.00
O 0.298 3.349 2.395 0.12
O -3.662 4.848 7.841 0.00
O -0.590 5.353 1.843 0.00
N 2.821 -0.978 0.274 0.03
N 3.315 2.853 -0.856 0.07
N 4.496 2.547 -2.862 0.08
N 5.012 1.076 -1.043 0.10
C -3.156 5.536 8.990 -0.04
C 2.152 -2.778 -2.604 -0.06
C -2.623 -0.858 -1.685 -0.35
C 3.127 -0.408 -2.864 -0.17
C 0.867 -2.842 -1.755 -0.04
C -1.977 2.172 1.779 -0.05
C 3.946 1.843 -1.708 -0.65
C -1.347 -1.701 -1.284 -0.35
C -2.193 -5.819 -1.622 -0.05
C -2.619 0.239 -2.824 -0.43
C 0.660 5.968 2.181 -0.03
C -3.294 -10.062 -0.092 -0.04
C 2.793 0.917 -2.170 -0.07
C -2.781 -7.913 -0.810 -0.62
C -2.745 4.311 4.531 -0.03
C -0.613 4.033 2.004 -0.64
C 3.255 -1.804 -2.127 -0.31
C 4.934 -1.513 -3.693 -0.57
C -2.894 4.955 6.756 -0.62
C -0.265 -2.021 -2.332 -0.43
C 3.526 -1.920 -0.606 -0.17
H 1.914 -2.543 -3.646 0.14
H 1.458 5.575 1.556 0.09
H 4.597 -1.748 -0.467 0.12
H 1.034 -2.518 -0.731 0.10
H 0.514 -3.876 -1.695 0.13
H 2.604 -3.776 -2.606 0.14
H -2.183 5.140 9.275 0.10
H -4.363 -9.930 -0.251 0.10
H -1.529 -5.413 -2.381 0.09
H 0.521 7.029 1.996 0.10
H 2.318 -0.553 -3.583 0.13
H 3.360 -2.975 -0.335 0.13
H -2.993 1.950 1.465 0.10
H 4.636 0.233 -0.636 0.03
H -3.070 6.602 8.791 0.10
H -2.640 5.334 4.175 0.11
H 5.369 2.119 -3.141 0.07
H -3.051 -9.844 0.946 0.10
H 0.895 5.796 3.230 0.10
H -3.331 3.736 3.823 0.09
H 4.030 3.506 -0.538 0.07
H 1.830 -1.179 0.350 0.05
H 2.949 2.401 -0.022 0.07
H 4.640 3.530 -2.667 0.07
H -1.759 3.863 4.657 0.10
H -2.998 -11.076 -0.344 0.09
H -1.828 1.840 2.806 0.10
H 2.115 0.731 -1.338 0.09
H 2.252 1.514 -2.909 0.12
H 5.399 1.614 -0.273 0.08
H -1.919 -5.448 -0.636 0.09
H -1.270 1.665 1.125 0.08
H -3.881 5.358 9.779 0.09
H -3.221 -5.537 -1.841 0.10
H 3.191 -1.068 1.216 0.09
```

For the calculated total energy, the calculation gives -3639.53382 hartree. The calculation puts the LUMO energy at 0.21 eV. The value obtained for the largest force on an atom is 0.0257 hartree/bohr. Its frontier orbital gap is 9.2139 eV. The structure (SMILES) is NC[C@]1(CCC(F)(F)C(F)(F)C(F)(F)C(F)(F)S(F)(F)(F)(F)F)OC(=O)O[C@@H]1CC(N)(N)N.COC(=O)OC.COC(=O)OC.COC(=O)OC. For the HOMO energy, the calculation gives -9.01 eV.

---

3.
A structure of composition C24H20BBrClIN5O3PdS2, computed with ωB97M-V/def2-TZVPD.

```
59
Properties=species:S:1:pos:R:3:lowdin_charge:R:1
I 3.434 -4.158 2.733 0.85
Pd -0.520 -1.240 0.718 0.82
Br -2.462 -3.080 -3.508 0.79
Cl 6.710 -0.895 -0.598 0.62
S -3.149 -1.120 0.105 0.62
S -1.449 -1.911 2.894 0.61
O -0.141 -2.223 -1.354 -0.05
O -0.580 -0.069 -1.208 -0.13
O 1.400 -1.913 1.742 -0.25
N -1.947 0.695 3.627 0.00
N 1.748 0.305 0.253 0.10
N -3.238 1.463 -0.774 -0.12
N -3.152 1.326 1.398 0.00
N -0.105 -0.116 4.453 -0.11
C 1.885 1.369 -0.494 -0.16
C 2.800 -0.526 0.421 -0.14
C -1.358 1.674 4.395 -0.07
C 4.064 -0.272 -0.162 -0.18
C -1.329 -1.542 -5.572 -0.14
C 4.175 0.879 -0.973 -0.04
C -0.510 -0.578 -6.140 -0.10
C 3.676 -2.497 1.494 -0.65
C -1.166 -0.402 3.667 -0.70
C 4.933 -2.244 0.927 -0.20
C -3.197 2.754 -0.294 -0.06
C -3.141 2.660 1.049 -0.08
C 0.320 0.186 -5.331 -0.08
C -3.183 0.586 0.263 -0.70
C 3.093 1.698 -1.139 -0.07
C 0.973 -1.049 4.759 -0.03
C -3.350 1.122 -2.180 -0.03
C 5.127 -1.168 0.109 -0.62
C -0.209 1.179 4.909 -0.06
C -1.308 -1.752 -4.199 -0.61
C 0.314 -0.018 -3.961 -0.02
C -0.418 -1.121 -1.877 -0.70
C 2.550 -1.697 1.256 -0.47
C -0.492 -0.990 -3.374 -0.17
B -3.334 0.853 2.891 -0.45
H -3.928 -0.186 2.919 0.05
H -1.816 2.640 4.517 0.11
H 0.531 1.619 5.554 0.11
H 1.503 -1.325 3.849 0.06
H -2.402 1.285 -2.687 0.08
H -3.118 3.433 1.797 0.11
H 0.967 0.937 -5.765 0.10
H 5.760 -2.910 1.131 0.08
H -3.609 0.069 -2.255 0.05
H 0.558 -1.959 5.187 0.09
H -4.134 1.732 -2.630 0.09
H -0.526 -0.424 -7.212 0.10
H 1.004 1.995 -0.607 0.11
H 3.153 2.584 -1.759 0.10
H 5.119 1.098 -1.452 0.08
H -3.217 3.608 -0.948 0.11
H -1.987 -2.139 -6.188 0.09
H 1.638 -0.569 5.474 0.09
H -3.905 1.764 3.463 0.07
H 0.944 0.580 -3.312 0.11
```

For the calculated total energy, the calculation gives -5707.26865 hartree. The calculation puts the LUMO energy (alpha / beta) at 2.49 / 1.79 eV. The value obtained for the largest force on an atom is 0.0123 hartree/bohr. Its frontier orbital gap (alpha / beta) is 6.7864 / 6.3742 eV. The spin multiplicity is 3. For the HOMO energy (alpha / beta), the calculation gives -4.30 / -4.59 eV. The energy above the lowest of the compared OMol25 structures with the same formula, charge and spin is 5.95 kJ/mol. The total charge is -1.

---

4.
A structure of composition C40H45N5O5PPbS3, computed with ωB97M-V/def2-TZVPD.

```
100
Properties=species:S:1:pos:R:3:lowdin_charge:R:1
Pb 0.141 1.490 -0.947 1.38
S -2.699 2.634 4.434 0.88
S -1.850 3.483 1.062 0.78
S 0.872 2.503 3.013 0.84
P -1.282 0.057 -2.903 0.97
O 2.038 3.626 -1.222 0.00
O 0.683 -0.870 -1.513 -0.28
O 2.185 -2.462 -2.034 0.08
O 3.232 -2.210 1.567 0.07
O 4.218 4.129 -1.275 0.15
N -1.445 3.017 -2.601 -0.02
N 2.628 -3.260 3.475 -0.05
N 2.658 0.947 -1.366 0.07
N -0.202 -0.171 1.083 -0.04
N -2.440 1.145 -3.575 -0.11
C -3.949 -3.060 -0.818 -0.08
C -2.366 -1.190 -2.139 -0.36
C 0.921 -0.723 1.523 -0.11
C -1.034 -2.052 -6.386 -0.07
C 4.114 -5.079 2.646 -0.06
C -2.420 2.511 -3.361 -0.38
C -3.358 4.684 -3.703 -0.06
C 1.168 -1.204 -5.912 -0.06
C -0.214 -2.642 2.325 0.02
C -2.720 -3.436 -1.348 -0.07
C 4.286 -0.787 -1.197 0.03
C 3.197 3.276 -1.229 -0.46
C -1.400 -2.061 1.895 -0.02
C -2.333 5.219 -2.921 -0.06
C 0.305 -1.914 -6.733 -0.07
C -0.645 -0.760 -4.392 -0.34
C -0.150 1.556 4.186 -0.53
C -1.350 -0.826 1.274 -0.14
C -1.606 1.316 3.792 -0.54
C -0.456 4.502 1.626 -0.53
C -3.260 4.055 2.060 -0.51
C -1.412 4.345 -2.398 -0.17
C -3.787 2.999 3.029 -0.54
C 2.981 -0.342 -1.393 -0.17
C -3.595 -0.813 -1.599 -0.11
C 2.371 -2.488 2.395 -0.40
C -3.407 3.329 -3.930 -0.01
C 5.278 0.141 -0.972 0.00
C 0.129 4.162 2.989 -0.52
C 3.964 -3.865 3.553 -0.19
C -1.926 -2.507 -2.002 -0.08
C -4.387 -1.748 -0.943 -0.08
C 1.866 -1.345 -1.671 -0.62
C 3.633 1.848 -1.189 -0.19
C 4.951 1.494 -0.983 0.03
C 0.694 -0.627 -4.743 -0.08
C 0.980 -1.954 2.153 -0.08
C 1.761 -3.410 4.640 -0.21
C -1.508 -1.481 -5.216 -0.09
C 1.287 -4.840 4.862 -0.07
H 3.866 5.030 -1.304 0.15
H -2.947 4.950 2.598 0.08
H -4.111 5.332 -4.134 0.12
H 0.676 -2.368 -7.644 0.11
H -2.549 -1.615 -4.938 0.11
H -0.777 5.545 1.591 0.08
H 0.305 4.364 0.855 0.04
H 4.134 -4.134 4.596 0.12
H -0.624 4.213 3.771 0.04
H 5.695 2.262 -0.830 0.13
H 0.746 -5.219 3.992 0.07
H -1.701 1.290 2.712 0.00
H 0.626 -4.884 5.730 0.08
H -2.378 -4.460 -1.254 0.11
H 2.214 -1.108 -6.175 0.11
H 6.299 -0.173 -0.799 0.12
H -1.705 -2.615 -7.022 0.11
H 1.368 -0.074 -4.098 0.10
H -4.713 3.362 3.480 0.07
H 4.695 -3.109 3.273 0.12
H -4.042 4.332 1.352 0.07
H -4.189 2.890 -4.538 0.11
H 3.954 -4.791 1.607 0.07
H 0.922 4.874 3.224 0.07
H -3.145 0.819 -4.219 0.11
H -0.075 2.025 5.167 0.07
H 0.377 0.602 4.240 0.06
H -5.347 -1.455 -0.537 0.11
H -2.346 -2.574 2.006 0.11
H 1.847 -0.183 1.346 0.12
H -4.566 -3.790 -0.310 0.11
H 3.397 -5.860 2.906 0.07
H 2.319 -3.074 5.517 0.12
H 2.129 -5.508 5.049 0.07
H -0.955 -2.793 -2.392 0.11
H 4.467 -1.852 -1.216 0.13
H -1.956 0.370 4.207 0.07
H -4.017 2.066 2.513 0.07
H -0.586 4.703 -1.790 0.10
H -2.260 6.281 -2.730 0.11
H -0.231 -3.633 2.760 0.11
H 5.121 -5.492 2.738 0.08
H 0.915 -2.737 4.541 0.10
H -2.252 -0.358 0.889 0.11
H -3.940 0.210 -1.699 0.10
```

For the calculated total energy, the calculation gives -3929.95131 hartree. The calculation puts the LUMO energy at -2.55 eV. The value obtained for the largest force on an atom is 0.0177 hartree/bohr. Its frontier orbital gap is 8.0440 eV. For the HOMO energy, the calculation gives -10.60 eV. The energy above the lowest of the compared OMol25 structures with the same formula, charge and spin is 0.00 kJ/mol. The total charge is +1.

---

5.
A structure of composition C10H20AsF6O5PS4W, computed with ωB97M-V/def2-TZVPD.

```
48
Properties=species:S:1:pos:R:3:lowdin_charge:R:1
W 0.574 0.336 -0.307 1.31
As 3.759 1.313 -1.207 -0.33
S 4.088 2.676 -2.676 0.08
S 4.931 0.253 0.099 0.05
S 2.062 -0.176 -1.918 0.30
S 1.933 2.060 0.126 0.31
P -3.175 -1.465 1.130 0.20
F -4.246 -2.438 1.740 -0.08
F -2.046 -1.881 2.213 -0.14
F -2.612 -2.611 0.129 -0.13
F -2.014 -0.405 0.476 -0.23
F -3.639 -0.241 2.069 -0.14
F -4.161 -0.953 -0.040 -0.13
O 1.757 -0.946 1.020 -0.37
O -0.828 0.170 -1.997 -0.34
O -0.044 0.582 1.867 -0.32
O -0.083 -1.817 -0.489 -0.33
O -0.976 1.898 -0.215 -0.35
C 1.642 -0.870 2.472 -0.09
C -1.094 2.590 1.054 -0.12
C -1.604 1.335 -2.361 -0.09
C 1.929 -2.326 0.580 -0.13
C 0.544 -2.844 0.297 -0.10
C -1.497 -1.108 -2.239 -0.10
C 1.022 0.452 2.814 -0.15
C -2.136 1.915 -1.082 -0.10
C -1.057 1.577 2.176 -0.10
C -0.568 -2.199 -1.786 -0.15
H 2.646 -0.980 2.880 0.16
H -1.996 1.046 2.287 0.11
H -0.267 3.295 1.096 0.10
H -0.062 -2.969 1.195 0.13
H -2.398 1.038 -3.043 0.15
H 0.607 0.417 3.821 0.16
H -2.445 2.951 -1.218 0.15
H 1.719 1.285 2.710 0.11
H 0.989 -1.679 2.800 0.15
H -2.927 1.314 -0.637 0.13
H -2.431 -1.122 -1.683 0.11
H -0.789 2.076 3.107 0.15
H 2.439 -2.874 1.369 0.15
H -1.135 -3.124 -1.692 0.15
H -0.915 2.017 -2.860 0.15
H 0.282 -2.326 -2.460 0.12
H -1.669 -1.182 -3.313 0.16
H -2.040 3.129 1.069 0.15
H 2.557 -2.277 -0.306 0.10
H 0.564 -3.780 -0.259 0.16
```

For the calculated total energy, the calculation gives -5605.35552 hartree. The calculation puts the LUMO energy (alpha / beta) at -5.42 / -5.30 eV. The value obtained for the largest force on an atom is 0.0160 hartree/bohr. Its frontier orbital gap (alpha / beta) is 6.1145 / 6.2494 eV. The spin multiplicity is 2. For the HOMO energy (alpha / beta), the calculation gives -11.53 / -11.55 eV. The energy above the lowest of the compared OMol25 structures with the same formula, charge and spin is 158.10 kJ/mol. The total charge is +1.

---

6.
A cluster of 3 separate species, C4H15NO3 in total in a non-equilibrium geometry, computed with ωB97M-V/def2-TZVPD.

```
23
Properties=species:S:1:pos:R:3:lowdin_charge:R:1
O 2.203 -5.423 1.390 -0.06
O -0.313 2.835 -1.102 -0.17
O 0.695 -2.960 1.490 -0.06
N -0.688 -0.613 0.416 0.02
C -0.057 0.620 0.037 -0.44
C 1.086 0.109 -0.843 -0.06
C -1.164 3.948 -0.949 -0.13
C -1.013 1.657 -0.589 -0.18
H -1.718 1.866 0.215 0.11
H 0.309 1.147 0.917 0.14
H 1.705 -0.655 -0.372 0.08
H -0.859 4.919 -1.340 0.08
H 1.885 -6.066 2.024 0.03
H 1.727 0.926 -1.173 0.08
H -1.643 1.179 -1.340 0.12
H -0.790 -1.168 -0.422 0.08
H 0.622 -0.227 -1.770 0.08
H 0.519 -2.062 1.769 0.02
H -1.581 -0.417 0.845 0.09
H -2.095 3.784 -1.492 0.09
H -1.236 4.140 0.121 0.09
H 1.762 -4.609 1.633 -0.02
H 0.646 -2.928 0.534 0.03
```

For the calculated total energy, the calculation gives -441.83423 hartree. The calculation puts the LUMO energy at 0.74 eV. The value obtained for the largest force on an atom is 0.0358 hartree/bohr. Its frontier orbital gap is 10.6890 eV. The structure (SMILES) is COC[C@H](C)N.O.O. For the HOMO energy, the calculation gives -9.94 eV. The energy above the lowest of the compared OMol25 structures with the same formula, charge and spin is 125.10 kJ/mol.

---

7.
An isolated molecule of C3H4S2 in a non-equilibrium geometry, computed with ωB97M-V/def2-TZVPD.

```
9
Properties=species:S:1:pos:R:3:lowdin_charge:R:1
S -1.381 1.784 -1.605 0.70
S 0.930 -1.919 -1.385 0.69
C -0.548 0.321 -1.703 -0.70
C 0.352 0.103 0.617 -0.13
C 0.302 -0.383 -0.818 -0.78
H -0.809 -0.327 -2.520 0.02
H 0.081 -0.767 1.259 0.09
H -0.473 0.794 0.652 0.02
H 1.228 0.511 1.136 0.09
```

For the calculated total energy, the calculation gives -913.00546 hartree. The calculation puts the LUMO energy (alpha / beta) at -2.59 / -2.59 eV. The value obtained for the largest force on an atom is 0.0802 hartree/bohr. Its frontier orbital gap (alpha / beta) is 6.7696 / 6.7678 eV. The structure (SMILES) is CC(=S)C=S. For the HOMO energy (alpha / beta), the calculation gives -9.36 / -9.36 eV. The energy above the lowest of the compared OMol25 structures with the same formula, charge and spin is 144.47 kJ/mol.

---

> Which of these has the lowest calculated total energy?

C24H20BBrClIN5O3PdS2

---

> The lowest calculated total energy belongs to which entry?

C24H20BBrClIN5O3PdS2